Density functional theory data (wB97M-V/def2-TZVPD) for 3 unconnected molecules or ions with the total composition C13H17NO7.

```
38
Properties=species:S:1:pos:R:3:forces:R:3:mulliken_charge:R:1
C 3.3465 -2.2898 -0.9584 -0.1 -0.4 0.5 -0.019
C 2.1631 -2.1557 -1.0852 0.2 0.2 -0.4 -0.598
C 0.7359 -1.9711 -1.2469 -0.5 0.0 0.4 -0.510
C -0.0086 -2.8211 -0.1902 0.4 -0.2 -0.2 0.508
C 0.1825 -4.3239 -0.4107 -0.1 -0.1 -0.1 -0.865
C -1.2172 -4.8510 -0.8608 0.7 0.6 -0.3 -0.504
N -2.0548 -3.6689 -1.1145 0.1 0.0 0.4 -0.386
C -1.5020 -2.6160 -0.3263 -0.1 0.0 0.3 -0.154
O -2.1377 -1.7421 0.1948 0.0 0.3 -0.3 -0.543
H 4.3246 -2.5524 -0.6409 0.2 0.2 -0.3 0.466
H 0.4860 -0.9268 -1.0849 0.0 0.1 -0.1 0.229
H 0.4178 -2.2468 -2.2525 0.0 0.0 -0.1 0.311
H 0.3479 -2.4814 0.7775 -0.1 0.0 0.2 0.556
H 0.5630 -4.8031 0.4865 -0.2 -0.2 0.1 0.346
H 0.9071 -4.5435 -1.1902 0.2 0.2 -0.1 0.315
H -1.6598 -5.4562 -0.0781 -0.2 -0.2 -0.1 0.238
H -1.1170 -5.4021 -1.7884 -0.2 -0.4 0.1 0.338
H -2.0515 -3.3858 -2.0874 -0.3 -0.1 0.0 0.347
O 1.9741 1.5609 -3.1199 0.0 0.0 0.0 -0.522
C 1.9394 1.8863 -1.9796 -0.1 0.0 0.0 0.538
O 1.5650 1.0700 -0.9606 0.0 0.1 0.0 -0.221
C 1.8650 1.7221 0.2776 0.0 0.0 0.1 -0.430
C 1.8541 3.1815 -0.1286 0.0 0.0 0.1 -0.095
O 2.2448 3.1146 -1.5078 0.0 0.0 0.0 -0.370
H 1.1088 1.4734 1.0183 0.0 -0.1 -0.1 0.321
H 2.8404 1.3820 0.6283 0.0 0.0 0.0 0.280
H 0.8562 3.6110 -0.0616 0.0 0.1 0.0 0.098
H 2.5534 3.7955 0.4311 0.1 0.0 -0.1 0.331
O -0.0897 4.7708 3.2756 0.0 0.0 0.0 -0.525
C -0.9643 4.2318 2.6829 0.0 0.0 0.0 0.668
O -2.0180 3.6042 3.2477 0.0 0.0 0.0 -0.332
C -2.9600 3.2701 2.2213 0.0 0.0 -0.1 -0.350
C -2.0821 3.2300 0.9842 0.0 0.0 0.0 -0.146
O -1.0366 4.1510 1.3290 -0.1 -0.1 0.0 -0.316
H -3.4347 2.3209 2.4512 0.1 0.0 0.1 0.323
H -3.7151 4.0555 2.1709 0.0 0.0 0.0 0.247
H -1.6443 2.2439 0.8174 0.0 0.0 0.0 0.115
H -2.5822 3.5623 0.0793 0.0 0.1 0.0 0.313
```
Forces are in eV/Å.

Structure (SMILES): C#CC[C@@H]1CCNC1=O.O=C1OCCO1.O=C1OCCO1
Molecular weight, g mol⁻¹: 299.28
Calculated total energy, eV: -29577.426
Energy relative to the best compared isomer or geometry (same formula, charge and spin), kcal per mole: 52.1
Multiplicity: 1

Density functional theory data (wB97M-V/def2-TZVPD) for 16 unconnected molecules or ions with the total composition C3H38O15S at a distorted geometry.

```
57
Properties=species:S:1:pos:R:3:forces:R:3:mulliken_charge:R:1
C -0.3430 0.7185 -1.3260 -0.7 -1.7 -1.8 0.614
C -1.0572 -0.4150 -0.5282 1.6 0.3 -1.6 0.480
C -0.7012 -0.3877 0.9105 0.8 1.6 1.4 0.381
S -1.4642 -1.8420 1.7153 0.0 -0.3 0.2 -0.303
H -0.6673 0.7052 -2.4014 -0.1 0.2 1.1 0.333
H 0.7114 0.5920 -1.4509 0.6 -0.5 0.5 -0.856
H -0.4659 1.6697 -0.9152 -0.4 1.5 0.6 -0.045
H -2.1640 -0.2650 -0.5704 1.1 -1.0 -0.8 0.117
H -0.5624 -1.3784 -0.9543 -2.0 1.3 0.5 -0.737
H -0.9817 0.5823 1.4418 -0.3 -1.2 -0.7 0.246
H 0.4194 -0.2952 1.0039 -1.1 -0.9 0.3 0.090
H -2.5509 -2.0968 0.8916 1.0 0.6 0.5 0.135
H -1.2469 4.0579 -0.2582 0.7 -0.2 0.9 0.343
H -2.3251 3.3830 0.6868 0.3 -1.0 2.3 0.289
O -2.1646 3.8593 -0.0843 -0.9 1.5 -2.8 -0.711
H -3.4045 2.4424 -2.2147 0.4 -1.4 0.4 0.263
H -2.5138 2.5387 -1.1387 1.9 2.5 2.6 0.238
O -2.8568 1.8500 -1.6279 -3.0 -1.4 -3.5 -0.424
H 3.3213 -0.3793 2.2670 0.1 0.1 -0.5 0.286
H 2.5894 -1.0205 3.4420 0.4 0.3 0.1 0.471
O 3.1929 -0.2841 3.2063 -0.2 0.0 0.7 -0.687
H -0.2372 2.8856 1.5652 2.7 2.2 -1.2 0.361
H 1.1043 3.9280 1.3485 0.0 0.1 1.0 0.220
O 0.4100 3.4452 0.9259 -2.7 -2.0 -0.1 -0.660
H -3.1180 0.4227 0.4816 1.5 0.1 -0.1 0.246
H -4.5237 0.5721 0.2497 1.2 -0.2 2.6 0.395
O -3.8696 0.4483 1.0503 -3.0 0.4 -2.4 -0.649
H 2.7572 1.1844 0.4710 -0.7 3.7 2.7 0.300
H 2.5302 0.6893 -0.9816 0.8 -0.1 0.6 0.210
O 2.8568 0.4678 -0.0544 0.2 -3.4 -2.8 -0.651
H 1.1274 -1.7140 -4.3137 -3.0 -0.6 -0.8 0.373
H 2.1575 -2.1200 -3.3228 -0.3 0.8 -1.2 0.318
O 1.9703 -1.4601 -4.0476 3.1 -0.5 1.9 -0.740
H 2.1069 -1.0793 0.2371 0.8 1.7 0.0 0.246
H 2.7829 -2.4623 0.2543 -0.6 0.3 -0.3 0.341
O 1.9171 -2.0096 0.2289 0.5 -1.4 1.0 -0.683
H 1.1161 -2.3238 -1.1325 -0.5 -3.2 -1.3 0.420
H 0.3033 -3.7644 -1.0315 1.9 1.8 -1.9 0.306
O 0.8835 -3.2063 -1.6973 -1.6 0.5 2.6 -0.768
H -3.5556 -1.6383 -2.5507 -1.0 -0.7 1.2 0.299
H -2.9641 -0.1149 -2.3301 -0.6 -0.8 0.0 0.352
O -3.0543 -0.9237 -2.8736 1.3 1.8 -1.4 -0.727
H 2.5927 1.7010 3.4631 1.2 -0.5 0.2 0.283
H 2.6576 2.9830 2.4750 0.6 -0.3 0.5 0.234
O 2.1329 2.2939 2.8853 -1.7 0.7 -0.7 -0.513
H -1.7092 2.0748 3.5364 0.6 0.5 -0.5 0.306
H -0.2284 2.4851 3.6185 0.7 -0.1 0.2 0.284
O -1.0227 2.6370 3.1109 -1.3 -0.6 0.3 -0.667
H -1.5034 -1.5102 -3.4652 0.5 -0.4 -0.1 0.362
H -0.5019 -2.6883 -3.0228 -0.2 1.7 -1.4 0.323
O -0.6697 -1.9668 -3.7232 -0.2 -1.4 1.3 -0.669
H 1.0010 -2.8853 3.2773 -2.2 -0.8 0.9 0.344
H 1.8342 -2.3774 2.2537 0.5 -0.1 0.3 0.357
O 1.8854 -2.6141 3.2074 1.2 0.6 -1.4 -0.714
H 3.5280 0.1731 -2.7145 2.1 -1.3 -0.6 0.296
H 2.0130 0.0093 -3.0289 1.2 0.2 -0.2 0.432
O 2.7145 0.5895 -2.6252 -3.2 1.4 0.4 -0.692
```
Forces are in eV/Å.

Molecular weight, g mol⁻¹: 346.39
Calculated total energy, eV: -45274.497
Energy relative to the best compared isomer or geometry (same formula, charge and spin), kcal per mole: 52.3
Multiplicity: 1

Density functional theory data (wB97M-V/def2-TZVPD) for 2 unconnected molecules or ions with the total composition C13H28ClN2O2.

```
46
Properties=species:S:1:pos:R:3:forces:R:3:mulliken_charge:R:1
O -1.0921 0.2093 -5.0397 0.6 -0.2 0.5 -0.553
C -0.1457 -0.0060 -4.3285 -0.3 0.1 -0.3 0.376
O 0.8147 -0.9238 -4.6326 -0.3 0.0 -0.1 -0.420
N 0.0716 0.6972 -3.1313 0.0 0.2 -0.5 -0.105
C 1.4287 1.1880 -2.8082 0.0 0.0 0.3 -0.808
C 2.4220 0.1223 -2.3030 0.1 0.0 0.1 -0.402
C 3.7276 -0.0350 -3.1029 0.0 0.3 0.1 -0.601
Cl 3.9032 -1.6461 -3.8459 -0.1 -0.1 0.0 -0.193
H 0.8188 -1.6454 -3.9912 0.2 0.1 0.0 0.355
H -0.5684 1.4831 -3.2084 0.0 -0.1 0.3 0.257
H 1.8543 1.7677 -3.6365 0.0 -0.2 0.0 0.600
H 1.2745 1.9006 -1.9912 0.0 0.0 -0.2 0.283
H 1.9315 -0.8499 -2.2251 0.0 0.1 0.0 0.289
H 2.7110 0.4049 -1.2844 -0.1 -0.1 -0.1 0.335
H 3.8033 0.7100 -3.8982 0.0 -0.2 0.0 0.299
H 4.5946 0.0789 -2.4510 -0.1 0.0 -0.1 0.350
C 0.6712 0.6159 4.4349 0.0 0.0 0.0 -1.178
C -0.5603 1.3419 3.8886 0.1 0.0 0.0 -0.419
C -1.5840 0.5057 3.1321 0.0 0.1 0.0 -0.602
N -1.3121 0.1691 1.6787 -0.1 0.1 0.0 0.124
C -2.4970 -0.6508 1.2083 0.0 0.0 -0.1 -0.676
C -2.3194 -1.2371 -0.1781 0.1 0.0 -0.1 -0.612
C -1.0540 -2.0806 -0.2437 0.0 0.0 0.0 -0.927
C 0.1437 -1.2311 0.1611 -0.1 -0.1 -0.1 0.149
C -0.0323 -0.6167 1.5397 0.1 0.0 -0.1 -0.762
C -1.2316 1.4266 0.8799 0.0 -0.1 0.0 -0.886
H 1.4291 0.4124 3.6808 0.0 0.0 0.0 0.292
H 1.1473 1.2328 5.1950 0.0 0.0 0.0 0.411
H 0.3950 -0.3286 4.9063 0.0 0.0 0.0 0.304
H -0.2694 2.2259 3.3187 0.0 0.0 0.0 0.244
H -1.1167 1.7286 4.7448 0.0 0.0 0.0 0.400
H -2.5388 1.0315 3.1115 0.0 0.0 0.0 0.457
H -1.7369 -0.4484 3.6367 0.0 0.0 0.0 0.402
H -2.6210 -1.4469 1.9428 0.0 0.0 0.0 0.408
H -3.3630 0.0075 1.2611 0.0 0.0 0.1 0.476
H -3.2023 -1.8374 -0.3990 0.0 0.0 0.0 0.418
H -2.2880 -0.4499 -0.9349 0.0 0.0 0.0 0.263
H -0.9170 -2.4789 -1.2484 0.0 0.0 0.0 0.441
H -1.1438 -2.9402 0.4277 0.0 0.0 0.0 0.332
H 0.3105 -0.4483 -0.5819 0.0 0.0 0.0 -0.372
H 1.0523 -1.8344 0.1827 0.0 0.0 0.1 0.515
H 0.7763 0.0792 1.7461 0.0 0.0 0.1 0.283
H -0.0499 -1.3819 2.3160 0.0 0.0 0.0 0.441
H -0.3748 2.0044 1.2118 0.0 0.0 0.0 0.377
H -2.1479 1.9922 1.0297 0.0 0.0 0.0 0.296
H -1.1147 1.1813 -0.1709 0.0 0.0 0.0 0.343
```
Forces are in eV/Å.

Molecular weight, g mol⁻¹: 279.83
Calculated total energy, eV: -33527.213
Total charge: +1
Multiplicity: 1

Please write out number 3 again, unchanged.
Density functional theory data (wB97M-V/def2-TZVPD) for 2 unconnected molecules or ions with the total composition C13H28ClN2O2.

```
46
Properties=species:S:1:pos:R:3:forces:R:3:mulliken_charge:R:1
O -1.0921 0.2093 -5.0397 0.6 -0.2 0.5 -0.553
C -0.1457 -0.0060 -4.3285 -0.3 0.1 -0.3 0.376
O 0.8147 -0.9238 -4.6326 -0.3 0.0 -0.1 -0.420
N 0.0716 0.6972 -3.1313 0.0 0.2 -0.5 -0.105
C 1.4287 1.1880 -2.8082 0.0 0.0 0.3 -0.808
C 2.4220 0.1223 -2.3030 0.1 0.0 0.1 -0.402
C 3.7276 -0.0350 -3.1029 0.0 0.3 0.1 -0.601
Cl 3.9032 -1.6461 -3.8459 -0.1 -0.1 0.0 -0.193
H 0.8188 -1.6454 -3.9912 0.2 0.1 0.0 0.355
H -0.5684 1.4831 -3.2084 0.0 -0.1 0.3 0.257
H 1.8543 1.7677 -3.6365 0.0 -0.2 0.0 0.600
H 1.2745 1.9006 -1.9912 0.0 0.0 -0.2 0.283
H 1.9315 -0.8499 -2.2251 0.0 0.1 0.0 0.289
H 2.7110 0.4049 -1.2844 -0.1 -0.1 -0.1 0.335
H 3.8033 0.7100 -3.8982 0.0 -0.2 0.0 0.299
H 4.5946 0.0789 -2.4510 -0.1 0.0 -0.1 0.350
C 0.6712 0.6159 4.4349 0.0 0.0 0.0 -1.178
C -0.5603 1.3419 3.8886 0.1 0.0 0.0 -0.419
C -1.5840 0.5057 3.1321 0.0 0.1 0.0 -0.602
N -1.3121 0.1691 1.6787 -0.1 0.1 0.0 0.124
C -2.4970 -0.6508 1.2083 0.0 0.0 -0.1 -0.676
C -2.3194 -1.2371 -0.1781 0.1 0.0 -0.1 -0.612
C -1.0540 -2.0806 -0.2437 0.0 0.0 0.0 -0.927
C 0.1437 -1.2311 0.1611 -0.1 -0.1 -0.1 0.149
C -0.0323 -0.6167 1.5397 0.1 0.0 -0.1 -0.762
C -1.2316 1.4266 0.8799 0.0 -0.1 0.0 -0.886
H 1.4291 0.4124 3.6808 0.0 0.0 0.0 0.292
H 1.1473 1.2328 5.1950 0.0 0.0 0.0 0.411
H 0.3950 -0.3286 4.9063 0.0 0.0 0.0 0.304
H -0.2694 2.2259 3.3187 0.0 0.0 0.0 0.244
H -1.1167 1.7286 4.7448 0.0 0.0 0.0 0.400
H -2.5388 1.0315 3.1115 0.0 0.0 0.0 0.457
H -1.7369 -0.4484 3.6367 0.0 0.0 0.0 0.402
H -2.6210 -1.4469 1.9428 0.0 0.0 0.0 0.408
H -3.3630 0.0075 1.2611 0.0 0.0 0.1 0.476
H -3.2023 -1.8374 -0.3990 0.0 0.0 0.0 0.418
H -2.2880 -0.4499 -0.9349 0.0 0.0 0.0 0.263
H -0.9170 -2.4789 -1.2484 0.0 0.0 0.0 0.441
H -1.1438 -2.9402 0.4277 0.0 0.0 0.0 0.332
H 0.3105 -0.4483 -0.5819 0.0 0.0 0.0 -0.372
H 1.0523 -1.8344 0.1827 0.0 0.0 0.1 0.515
H 0.7763 0.0792 1.7461 0.0 0.0 0.1 0.283
H -0.0499 -1.3819 2.3160 0.0 0.0 0.0 0.441
H -0.3748 2.0044 1.2118 0.0 0.0 0.0 0.377
H -2.1479 1.9922 1.0297 0.0 0.0 0.0 0.296
H -1.1147 1.1813 -0.1709 0.0 0.0 0.0 0.343
```
Forces are in eV/Å.

Molecular weight, g mol⁻¹: 279.83
Calculated total energy, eV: -33527.213
Total charge: +1
Multiplicity: 1

Repeat the third record exactly.
Density functional theory data (wB97M-V/def2-TZVPD) for 2 unconnected molecules or ions with the total composition C13H28ClN2O2.

```
46
Properties=species:S:1:pos:R:3:forces:R:3:mulliken_charge:R:1
O -1.0921 0.2093 -5.0397 0.6 -0.2 0.5 -0.553
C -0.1457 -0.0060 -4.3285 -0.3 0.1 -0.3 0.376
O 0.8147 -0.9238 -4.6326 -0.3 0.0 -0.1 -0.420
N 0.0716 0.6972 -3.1313 0.0 0.2 -0.5 -0.105
C 1.4287 1.1880 -2.8082 0.0 0.0 0.3 -0.808
C 2.4220 0.1223 -2.3030 0.1 0.0 0.1 -0.402
C 3.7276 -0.0350 -3.1029 0.0 0.3 0.1 -0.601
Cl 3.9032 -1.6461 -3.8459 -0.1 -0.1 0.0 -0.193
H 0.8188 -1.6454 -3.9912 0.2 0.1 0.0 0.355
H -0.5684 1.4831 -3.2084 0.0 -0.1 0.3 0.257
H 1.8543 1.7677 -3.6365 0.0 -0.2 0.0 0.600
H 1.2745 1.9006 -1.9912 0.0 0.0 -0.2 0.283
H 1.9315 -0.8499 -2.2251 0.0 0.1 0.0 0.289
H 2.7110 0.4049 -1.2844 -0.1 -0.1 -0.1 0.335
H 3.8033 0.7100 -3.8982 0.0 -0.2 0.0 0.299
H 4.5946 0.0789 -2.4510 -0.1 0.0 -0.1 0.350
C 0.6712 0.6159 4.4349 0.0 0.0 0.0 -1.178
C -0.5603 1.3419 3.8886 0.1 0.0 0.0 -0.419
C -1.5840 0.5057 3.1321 0.0 0.1 0.0 -0.602
N -1.3121 0.1691 1.6787 -0.1 0.1 0.0 0.124
C -2.4970 -0.6508 1.2083 0.0 0.0 -0.1 -0.676
C -2.3194 -1.2371 -0.1781 0.1 0.0 -0.1 -0.612
C -1.0540 -2.0806 -0.2437 0.0 0.0 0.0 -0.927
C 0.1437 -1.2311 0.1611 -0.1 -0.1 -0.1 0.149
C -0.0323 -0.6167 1.5397 0.1 0.0 -0.1 -0.762
C -1.2316 1.4266 0.8799 0.0 -0.1 0.0 -0.886
H 1.4291 0.4124 3.6808 0.0 0.0 0.0 0.292
H 1.1473 1.2328 5.1950 0.0 0.0 0.0 0.411
H 0.3950 -0.3286 4.9063 0.0 0.0 0.0 0.304
H -0.2694 2.2259 3.3187 0.0 0.0 0.0 0.244
H -1.1167 1.7286 4.7448 0.0 0.0 0.0 0.400
H -2.5388 1.0315 3.1115 0.0 0.0 0.0 0.457
H -1.7369 -0.4484 3.6367 0.0 0.0 0.0 0.402
H -2.6210 -1.4469 1.9428 0.0 0.0 0.0 0.408
H -3.3630 0.0075 1.2611 0.0 0.0 0.1 0.476
H -3.2023 -1.8374 -0.3990 0.0 0.0 0.0 0.418
H -2.2880 -0.4499 -0.9349 0.0 0.0 0.0 0.263
H -0.9170 -2.4789 -1.2484 0.0 0.0 0.0 0.441
H -1.1438 -2.9402 0.4277 0.0 0.0 0.0 0.332
H 0.3105 -0.4483 -0.5819 0.0 0.0 0.0 -0.372
H 1.0523 -1.8344 0.1827 0.0 0.0 0.1 0.515
H 0.7763 0.0792 1.7461 0.0 0.0 0.1 0.283
H -0.0499 -1.3819 2.3160 0.0 0.0 0.0 0.441
H -0.3748 2.0044 1.2118 0.0 0.0 0.0 0.377
H -2.1479 1.9922 1.0297 0.0 0.0 0.0 0.296
H -1.1147 1.1813 -0.1709 0.0 0.0 0.0 0.343
```
Forces are in eV/Å.

Molecular weight, g mol⁻¹: 279.83
Calculated total energy, eV: -33527.213
Total charge: +1
Multiplicity: 1

- Number 2 is which compound?
  C3H38O15S

- The lowest molecular weight belongs to which entry?
  C13H28ClN2O2